No. 1
50
Properties=species:S:1:pos:R:3:forces:R:3:mulliken_charge:R:1 method="wB97M-V/def2-TZVPD" spin_multiplicity=1 relative_energy_kj_mol=1520.3 e_lumo_ev=0.775 total_charge=0
C -4.971 -0.457 3.082 2.9 -8.5 -1.6 -1.84
C -4.290 -1.670 3.874 1.4 3.2 -0.9 -0.47
C -2.703 -1.675 3.614 -5.1 6.4 -6.7 -0.44
C -2.039 -2.690 4.255 1.9 -2.9 -1.1 -0.44
H -2.513 -3.718 3.783 2.0 2.0 1.7 0.23
H -2.204 -2.477 5.270 -0.1 -1.0 1.8 0.38
O -0.631 -2.322 4.044 0.6 -4.6 -2.5 -0.32
C -0.049 -3.153 2.860 -0.7 3.8 1.6 0.71
O -0.670 -3.701 2.013 -0.2 -0.3 1.0 -0.50
C 1.379 -2.813 2.890 3.2 2.3 -2.9 -1.18
C 1.943 -1.326 2.792 -18.6 -1.7 -2.0 -1.87
C 1.240 -0.740 1.418 -4.5 5.4 9.9 -0.64
C 1.287 0.769 1.358 9.8 -3.2 3.1 -0.81
C 0.872 1.505 0.320 -6.7 2.3 -7.6 -0.59
C 1.195 0.880 -1.176 2.6 4.5 2.4 -0.52
C 0.796 2.044 -2.210 -0.7 -7.0 0.8 0.43
O 0.661 3.180 -2.141 0.5 4.2 0.8 -0.47
O 0.313 1.294 -3.254 2.9 -4.5 6.0 -0.20
C -0.025 1.766 -4.349 -1.8 9.5 -6.6 -0.53
C 0.993 1.795 -5.516 -2.8 -4.7 1.1 -1.13
C 2.273 2.273 -5.349 5.1 5.0 5.0 0.33
C 3.396 2.314 -6.431 -2.2 -6.7 2.0 -1.25
H 2.961 2.658 -7.276 -0.9 1.3 -2.9 0.40
H 4.302 2.767 -6.152 1.0 0.2 0.4 0.35
H 3.509 0.853 -6.749 0.2 4.4 0.9 0.17
H 2.696 1.802 -4.306 -0.6 1.3 -2.4 -0.01
H 1.970 3.441 -5.070 1.6 -2.1 -0.3 0.18
H 0.627 2.052 -6.417 -2.2 2.0 -2.9 0.56
H 1.053 0.768 -5.755 0.4 -2.2 -0.2 0.46
H -0.204 3.020 -4.116 -0.1 -2.8 -1.0 0.21
H -0.968 1.415 -4.689 -0.8 -0.6 -0.4 0.35
H 0.804 -0.104 -1.388 -0.1 0.2 -0.2 0.37
H 2.353 0.930 -1.092 -1.6 -0.7 -0.7 0.23
H -0.405 1.433 0.309 2.8 0.2 0.2 0.15
H 0.970 2.619 0.260 0.5 -1.1 0.4 0.42
H 2.746 0.871 1.428 -3.2 0.4 -0.4 0.20
H 1.152 1.154 2.295 -0.9 1.1 2.4 0.46
H 0.117 -0.568 1.702 1.0 -2.7 -1.1 -0.14
H 1.555 -1.194 0.663 1.9 -4.0 -6.7 1.04
H 1.509 -0.725 3.659 -0.3 -0.6 -1.0 0.35
H 2.750 -1.037 2.922 14.7 2.9 1.2 1.63
H 1.987 -3.083 2.019 -0.9 -1.6 -0.1 0.37
H 1.892 -3.137 3.697 1.1 -1.9 2.9 0.56
H -2.655 -1.585 2.353 0.1 -1.3 3.0 0.18
H -2.249 -0.616 3.671 -0.7 -1.5 1.2 0.33
H -4.521 -1.551 4.933 0.1 -0.1 0.1 0.37
H -4.737 -2.543 3.516 -0.5 -1.7 -0.4 0.38
H -4.992 -0.590 2.024 1.3 -0.4 -1.2 0.42
H -4.552 0.347 3.284 3.5 7.6 2.0 0.53
H -5.923 -0.478 3.129 -6.9 0.3 1.9 0.60

---

No. 2
113
Properties=species:S:1:pos:R:3:forces:R:3:mulliken_charge:R:1 method="wB97M-V/def2-TZVPD" spin_multiplicity=1 e_lumo_ev=1.555 total_charge=-1
C -0.601 -2.349 3.907 0.3 0.5 -0.3 -1.52
C -0.057 -1.298 2.922 -0.6 -0.3 0.1 1.20
C 0.287 -1.936 1.576 0.5 0.3 0.3 -1.12
C 0.718 -0.940 0.488 -0.1 -0.7 -0.5 0.66
C -0.369 -0.487 -0.488 -0.2 0.6 0.4 -1.47
C -1.669 -0.005 0.178 0.2 -0.4 0.1 0.87
C -2.722 -1.124 0.456 0.7 1.1 -0.5 0.21
C -4.048 -0.814 -0.250 -0.5 -0.6 -0.1 -1.08
C -5.358 -1.046 0.537 0.3 0.0 0.1 -0.97
C -5.333 -0.847 2.051 -0.4 0.2 0.3 -0.96
C -5.183 0.600 2.598 -0.6 -0.3 -0.1 -0.36
C -4.999 1.712 1.577 1.1 0.2 0.2 0.39
C -4.844 3.069 2.273 -0.8 -0.7 0.5 -1.17
C -3.622 3.150 3.190 0.4 0.7 -0.4 -0.88
C -2.300 2.676 2.570 0.3 0.1 0.8 0.76
C -1.041 3.321 3.181 0.4 -0.3 -0.4 -0.89
Al 0.510 3.207 1.868 0.0 0.1 -0.2 0.30
C 2.050 2.058 2.577 -0.1 0.0 -0.2 0.36
C 3.289 2.090 1.733 0.0 -0.1 0.1 0.58
C 4.043 0.786 1.521 -0.2 0.2 0.4 -0.97
N 3.780 3.131 1.189 0.3 0.2 0.1 -0.90
H -0.164 -3.322 3.677 0.0 -0.1 0.2 0.32
H -1.684 -2.412 3.812 -0.1 -0.2 0.1 0.27
H -0.349 -2.068 4.928 -0.1 -0.1 0.1 0.44
H 0.822 -0.797 3.327 0.1 0.0 0.0 0.26
H -0.825 -0.532 2.809 0.1 0.2 -0.1 -0.82
H -0.523 -2.596 1.259 -0.1 0.1 -0.1 0.35
H 1.149 -2.582 1.777 -0.1 -0.2 0.0 0.51
H 1.202 -0.076 0.943 -0.2 0.1 0.0 -0.95
H 1.487 -1.438 -0.112 0.1 0.1 0.0 0.56
H -0.620 -1.265 -1.218 0.1 -0.1 0.0 0.07
H 0.029 0.368 -1.037 0.1 -0.1 -0.1 0.56
H -2.095 0.773 -0.455 -0.1 0.0 0.0 0.74
H -1.394 0.487 1.108 -0.1 0.2 -0.1 -1.29
H -2.815 -1.202 1.538 -0.2 -0.3 0.0 -0.37
H -2.280 -2.038 0.062 -0.3 -0.3 0.2 0.64
H -4.111 -1.456 -1.134 0.0 0.1 -0.1 0.48
H -4.057 0.197 -0.649 0.2 0.1 0.2 0.47
H -5.723 -2.059 0.352 0.0 -0.1 0.0 0.50
H -6.109 -0.375 0.117 -0.1 -0.1 0.0 0.31
H -6.292 -1.228 2.413 0.0 -0.1 0.0 0.43
H -4.589 -1.474 2.541 0.1 -0.1 -0.2 0.29
H -4.369 0.608 3.321 0.1 0.2 -0.1 0.02
H -6.084 0.831 3.176 0.0 0.0 0.1 0.46
H -4.047 1.534 1.070 -0.2 -0.1 -0.3 -0.45
H -5.788 1.742 0.826 -0.1 -0.1 0.0 0.48
H -5.731 3.187 2.911 -0.1 0.2 -0.1 0.36
H -4.882 3.881 1.547 0.3 0.0 -0.1 0.36
H -3.490 4.203 3.454 0.0 0.0 0.1 0.47
H -3.783 2.638 4.141 -0.1 -0.1 0.0 0.29
H -2.208 1.605 2.780 -0.1 -0.1 -0.4 -0.72
H -2.272 2.815 1.487 -0.3 0.0 -0.1 0.16
H -1.219 4.362 3.466 -0.1 0.0 0.1 0.38
H -0.720 2.772 4.073 -0.2 0.1 0.2 0.37
H -0.004 2.480 0.494 0.0 0.0 0.0 -0.17
H 1.090 4.676 1.425 0.0 0.1 0.2 -0.47
H 2.307 2.347 3.603 0.0 0.1 0.0 0.63
H 1.690 1.025 2.631 0.0 0.1 0.2 -0.99
H 5.105 0.969 1.674 0.1 0.0 -0.2 0.44
H 3.869 0.407 0.514 0.0 -0.1 0.0 -0.01
H 3.716 0.058 2.262 0.0 -0.2 -0.1 0.28
H 3.184 3.932 1.407 -0.1 0.0 -0.2 0.28
C 0.504 -2.881 -4.541 0.0 0.0 -0.1 -0.53
O 1.259 -1.837 -5.181 0.3 -1.8 2.6 -0.27
P 2.494 -1.067 -4.408 1.0 4.8 -3.5 1.20
O 2.033 0.325 -4.611 -0.1 -0.1 0.0 -0.71
O 3.660 -1.575 -5.394 0.1 -0.3 0.3 -0.35
C 3.454 -1.560 -6.807 0.0 -0.2 -0.1 -0.70
O 3.441 -0.946 -3.124 -1.2 -2.7 0.8 -0.40
C 4.363 0.155 -3.120 0.2 0.4 0.2 -0.63
H -0.252 -3.212 -5.248 0.0 0.0 -0.1 0.24
H 1.140 -3.730 -4.283 0.0 0.0 0.0 0.34
H 0.009 -2.503 -3.645 0.0 0.0 0.0 0.15
H 2.877 -0.686 -7.110 0.0 0.0 0.1 0.33
H 2.957 -2.473 -7.132 -0.1 0.0 0.0 0.29
H 4.439 -1.516 -7.268 0.0 0.0 0.1 0.24
H 3.826 1.097 -3.071 -0.1 0.0 -0.1 0.31
H 5.001 0.120 -4.001 -0.1 0.0 -0.1 0.29
H 4.966 0.031 -2.223 -0.1 -0.1 0.0 0.22
C 3.097 -8.284 -8.468 0.0 -0.1 0.1 -0.73
O 2.199 -7.158 -8.417 1.9 -0.8 -1.2 -0.21
P 2.159 -6.074 -9.599 -4.0 1.8 0.4 0.82
O 2.352 -4.733 -9.044 0.7 0.0 0.1 -0.51
O 0.617 -6.353 -10.014 0.0 0.1 0.0 -0.32
C -0.410 -6.246 -9.033 0.0 0.1 0.0 -0.56
O 2.688 -6.232 -11.078 1.3 -1.4 0.7 -0.34
C 2.372 -5.151 -11.973 0.2 0.2 -0.3 -0.54
H 2.945 -8.858 -7.559 -0.1 0.1 0.0 0.24
H 2.880 -8.917 -9.329 0.0 0.0 0.0 0.33
H 4.134 -7.950 -8.506 0.0 0.0 0.0 0.33
H -0.208 -5.429 -8.339 0.0 0.0 0.0 0.26
H -0.516 -7.183 -8.487 0.1 0.0 0.0 0.21
H -1.337 -6.040 -9.564 0.0 0.0 0.0 0.24
H 2.877 -4.239 -11.663 0.0 0.0 0.1 0.25
H 1.297 -4.997 -12.014 0.0 0.0 0.1 0.28
H 2.737 -5.455 -12.950 0.0 -0.1 0.0 0.24
C 1.525 6.478 5.842 0.1 0.0 0.0 -0.71
O 0.448 6.006 6.687 2.0 -0.2 -0.4 -0.17
P 0.758 5.133 7.976 -3.0 0.2 2.0 1.01
O 0.003 3.880 7.964 0.3 -0.3 -0.2 -0.68
O 0.190 6.171 9.083 0.1 -0.1 0.1 -0.35
C -1.167 6.589 8.999 0.0 0.0 0.1 -0.65
O 2.197 5.009 8.612 0.6 0.5 -1.4 -0.32
C 2.274 4.249 9.826 0.2 -0.2 0.1 -0.62
H 1.089 7.043 5.025 -0.2 -0.1 0.0 0.24
H 2.193 7.124 6.414 0.0 0.0 0.0 0.34
H 2.085 5.640 5.428 -0.1 0.0 0.0 0.32
H -1.811 5.773 8.668 0.0 0.0 0.0 0.33
H -1.263 7.438 8.322 0.0 0.0 -0.1 0.22
H -1.469 6.899 9.999 0.0 0.0 0.0 0.24
H 2.031 3.205 9.638 -0.1 0.0 -0.1 0.27
H 1.607 4.665 10.578 -0.1 0.0 -0.1 0.28
H 3.303 4.327 10.167 0.0 0.0 0.0 0.24

---

No. 3
60
Properties=species:S:1:pos:R:3:forces:R:3:mulliken_charge:R:1 method="wB97M-V/def2-TZVPD" spin_multiplicity=1 relative_energy_kj_mol=0.0 smiles="NCCCCB(O)CC(=O)Br.CCCC#N.CCCC#N.CCCC#N" e_lumo_ev=0.499 total_charge=0
N 3.416 -5.498 0.412 -0.5 -0.2 0.2 -0.68
C 1.940 -5.405 0.286 1.0 0.3 0.0 -0.51
C 1.588 -3.983 -0.149 -0.5 -1.0 -0.8 -0.77
C 0.171 -3.961 -0.724 -0.7 0.5 1.0 -0.41
C -0.906 -3.590 0.343 -0.6 -0.1 0.1 -0.50
B -2.266 -4.134 -0.224 0.1 0.7 0.2 0.15
O -2.842 -3.408 -1.269 0.8 -0.6 0.1 -0.53
C -3.001 -5.463 0.277 0.1 -0.2 0.0 -0.48
C -2.341 -6.700 -0.252 -1.4 0.9 3.5 0.42
O -1.938 -6.822 -1.314 1.6 -0.7 -4.0 -0.39
Br -2.232 -8.193 1.020 0.0 -0.2 0.2 -0.22
H 3.767 -5.640 -0.528 0.3 0.1 0.0 0.24
H 3.657 -6.338 0.922 0.1 0.0 0.1 0.23
H 1.619 -6.121 -0.468 -0.5 0.0 -0.1 0.31
H 1.465 -5.674 1.223 0.0 0.0 0.2 0.37
H 1.729 -3.282 0.662 0.1 0.2 0.1 0.32
H 2.277 -3.759 -0.957 0.3 0.3 -0.1 0.32
H 0.039 -3.260 -1.542 0.2 0.1 -0.2 0.28
H -0.097 -4.949 -1.089 0.3 -0.2 -0.4 0.33
H -0.655 -3.966 1.334 0.1 -0.2 0.0 0.31
H -0.990 -2.509 0.428 0.2 0.2 0.0 0.15
H -2.747 -3.969 -2.052 -0.7 0.2 -0.2 0.33
H -3.091 -5.525 1.354 0.0 0.1 0.2 0.47
H -3.995 -5.476 -0.165 -0.3 0.0 0.0 0.26
C -0.576 0.313 -1.335 0.0 -0.1 0.0 -1.17
C -1.199 1.426 -0.502 -0.1 -0.2 -0.2 -0.20
C -0.154 2.338 0.147 -0.1 -0.2 0.1 0.03
C 0.714 1.571 1.052 -0.9 1.1 -1.1 0.15
N 1.389 0.979 1.747 0.9 -0.9 1.0 -0.50
H 0.033 -0.355 -0.722 0.0 0.0 0.0 0.20
H -1.355 -0.293 -1.801 0.0 0.0 0.0 0.33
H 0.055 0.721 -2.127 0.0 0.0 0.0 0.38
H -1.831 0.984 0.272 0.0 0.1 0.0 0.27
H -1.847 2.030 -1.137 0.0 0.1 0.1 0.12
H -0.641 3.127 0.722 0.1 0.0 0.0 -0.01
H 0.468 2.810 -0.616 0.1 0.0 0.0 0.37
C 4.398 3.064 1.073 0.0 0.0 0.0 -1.01
C 5.569 3.481 0.193 -0.1 -0.1 0.2 -0.45
C 5.132 4.332 -1.003 0.0 -0.3 0.0 -0.42
C 4.195 3.588 -1.856 1.1 1.1 0.9 0.26
N 3.463 3.012 -2.506 -1.1 -0.9 -0.9 -0.42
H 3.693 2.437 0.527 0.0 0.0 0.0 0.22
H 4.747 2.486 1.929 0.0 0.0 0.0 0.34
H 3.859 3.936 1.452 0.0 0.0 0.0 0.30
H 6.087 2.588 -0.160 0.0 0.1 -0.1 0.30
H 6.286 4.051 0.788 0.0 0.1 -0.1 0.31
H 5.996 4.620 -1.602 0.0 0.0 -0.1 0.29
H 4.639 5.244 -0.663 0.0 0.0 0.0 0.27
C -5.282 4.816 1.216 0.0 0.0 0.0 -1.23
C -3.781 4.816 1.486 -0.2 0.0 0.1 -0.32
C -2.967 5.411 0.332 -0.1 -0.3 0.0 -0.43
C -3.171 4.636 -0.899 0.4 1.1 1.4 0.28
N -3.328 4.027 -1.844 -0.3 -0.9 -1.3 -0.49
H -5.532 4.199 0.352 0.0 0.0 0.0 0.36
H -5.823 4.414 2.072 0.0 0.0 0.0 0.36
H -5.647 5.829 1.031 0.0 0.0 0.0 0.30
H -3.451 3.792 1.678 0.1 0.0 0.0 0.22
H -3.579 5.392 2.391 0.1 0.0 0.0 0.36
H -1.904 5.403 0.575 0.0 0.0 -0.1 0.27
H -3.262 6.444 0.147 0.0 0.0 0.0 0.37

---

No. 4
18
Properties=species:S:1:pos:R:3:forces:R:3:mulliken_charge:R:1 method="wB97M-V/def2-TZVPD" s_squared=0.750 spin_multiplicity=2 relative_energy_kj_mol=57.4 e_lumo_ev="3.489 / 3.481" total_charge=-1
O -19.975 -11.401 -13.849 0.1 -0.4 0.1 -1.08
H -19.586 -10.535 -13.969 0.3 0.4 0.0 0.34
H -20.868 -11.311 -14.181 -0.4 -0.1 -0.1 0.52
O -17.165 -10.799 -12.564 0.4 1.1 0.3 -1.39
H -17.753 -11.464 -12.206 -0.2 -0.7 0.2 0.43
H -17.126 -10.993 -13.501 0.1 -0.3 -0.4 0.34
O -18.218 -13.461 -12.468 -0.3 0.6 0.7 0.07
H -17.540 -14.129 -12.566 0.7 -0.6 0.0 0.05
H -18.567 -13.342 -13.351 -0.4 0.2 -0.9 0.21
O -20.302 -13.950 -10.708 -0.9 0.0 0.8 -1.08
H -19.679 -13.580 -11.334 0.6 0.1 -0.5 0.27
H -20.225 -14.897 -10.825 0.1 -0.2 -0.1 0.39
O -14.768 -10.120 -11.219 0.8 0.4 0.3 -0.91
H -15.558 -10.375 -11.696 -0.9 -0.6 -0.5 0.48
H -14.549 -10.887 -10.690 0.0 -0.1 0.1 0.36
O -16.033 -7.630 -11.951 -0.4 0.5 -0.2 -0.68
H -15.294 -7.023 -11.910 0.2 0.1 0.0 0.30
H -15.634 -8.498 -11.886 0.2 -0.3 0.2 0.39

---

| no. | molecular weight (g/mol) | E_tot (eV) |
| --- | --- | --- |
| 1 | 286.4 | -25254.3823 |
| 2 | 730.8 | -90666.4583 |
| 3 | 429.2 | -99992.2436 |
| 4 | 108.1 | -12479.4821 |